Entry 1:
Computed, not measured: C21H26BHfN8OS as an isolated structure in a non-equilibrium geometry, with ωB97M-V with the def2-TZVPD basis set.

Atoms and positions in Å:
1 H -7.0125 -3.3381 -0.2296
2 C 0.9773 -3.4617 -2.2192
3 H -2.0695 -3.7473 -0.1019
4 B 1.8595 -2.5010 0.0000
5 C 3.2496 0.8648 0.0000
6 H -5.6181 -1.3074 -0.1155
7 C -3.7403 -2.3748 -0.0993
8 H 5.4395 0.5574 0.0000
9 H -3.8943 5.2331 1.7257
10 H -1.2871 -1.3548 -3.1897
11 C -3.9444 -4.8010 -0.1976
12 H -4.8734 3.8721 2.2966
13 N -3.5741 0.0176 0.0854
14 C -0.5104 -1.9309 -2.7053
15 H -6.2136 2.4453 -1.7356
16 H 4.7246 -2.0244 0.0001
17 C -5.1385 -2.2804 -0.1380
18 C -6.2447 1.5230 -1.1461
19 N 2.2166 0.0000 0.0000
20 H -1.2872 -1.3547 3.1896
21 H 1.6147 -4.3366 2.2375
22 C 0.0381 -3.1118 -3.1633
23 H -3.4716 -5.7787 -0.2192
24 C 4.0618 -1.1682 0.0000
25 H -5.7990 0.8438 0.8606
26 N -4.3161 2.2104 0.2069
27 Hf 0.0000 0.0000 0.0000
28 C 0.9773 -3.4616 2.2193
29 C -5.3330 -4.6898 -0.2320
30 H -3.1183 3.7081 2.1831
31 N 0.9727 -2.5227 1.2552
32 H 1.6147 -4.3366 -2.2374
33 H 3.1460 1.9414 -0.0001
34 C -5.7039 1.7535 0.2576
35 H 2.5727 -3.4602 0.0000
36 N 0.9727 -2.5227 -1.2551
37 O -1.6520 -1.4021 0.0000
38 C -3.2671 1.2838 0.1054
39 C -3.9971 4.1437 1.6987
40 H -5.6631 0.7671 -1.6830
41 C -5.9305 -3.4308 -0.2032
42 C -4.1456 3.6660 0.2607
43 C -3.1532 -3.6508 -0.1321
44 H -0.2152 -3.6469 4.0685
45 H -6.3353 2.4966 0.7607
46 H -5.9489 -5.5832 -0.2806
47 C -2.8575 -1.1524 -0.0096
48 S -1.6520 1.8752 0.0000
49 C 0.0381 -3.1117 3.1633
50 H -1.9619 0.0000 0.0000
51 N 0.0755 -1.5919 1.5405
52 H -3.3123 4.0202 -0.3542
53 H -7.2839 1.1830 -1.1006
54 C -0.5105 -1.9309 2.7053
55 N 0.0755 -1.5919 -1.5405
56 H -0.2152 -3.6469 -4.0684
57 C 4.4347 0.1572 0.0000
58 N 2.7173 -1.2256 0.0000
59 H -5.0270 4.1557 -0.1743

Summary:
Kohn-Sham gap: 5.6 eV
M: 627.9 g mol⁻¹
total charge: +1

=====

Entry 2:
Computed, not measured: C21H26Cl3F4IN5OY as an isolated structure in a non-equilibrium geometry, with ωB97M-V with the def2-TZVPD basis set.

Atoms and positions in Å:
1 C 0.2445 -1.8587 -1.9204
2 C -1.8518 -1.5031 -3.6052
3 H 0.1742 -4.0762 1.6294
4 H -3.1652 2.6494 -0.2113
5 Cl -2.4574 2.2878 5.5596
6 C 0.2781 0.2825 -3.5994
7 I -2.7280 -2.8777 1.3638
8 C 3.2826 0.5680 1.1970
9 H -2.1200 3.9669 0.3572
10 H 1.9237 -4.8063 -0.2106
11 F 0.7654 -0.3955 -5.8247
12 H -1.2730 -1.9953 -5.6169
13 H 1.5670 1.5213 -1.1419
14 H 1.0525 -2.5750 -3.7811
15 H -0.2487 -0.9924 -2.3514
16 F -2.8838 -2.3600 -3.5950
17 H -2.5757 1.3392 1.7462
18 H -3.0852 -0.1016 1.1955
19 H 0.8174 2.0376 0.9610
20 H 0.5340 2.0889 2.1893
21 F -2.2743 -0.7569 -1.3694
22 H 4.1666 0.8127 0.6026
23 O 0.9269 0.3750 1.0837
24 C 0.6913 -3.0533 -0.0062
25 H 0.3233 3.5736 0.2286
26 N -1.4723 0.0667 2.8503
27 C -1.8452 0.6215 5.3989
28 N -0.4710 0.8307 -1.2659
29 C -1.0652 -1.3972 -4.7409
30 N -1.2089 2.0424 0.3011
31 Cl -3.0317 -0.5176 6.0863
32 C 0.9653 -2.7358 -2.7128
33 C 0.5324 1.8833 -1.1499
34 H 2.6503 2.6152 1.2115
35 C 2.6697 1.7562 1.8927
36 C 1.2600 1.2718 2.1530
37 C 2.1263 0.0668 0.3593
38 C 1.4410 -3.9790 -0.7186
39 H 3.1949 2.0529 2.8041
40 H -0.0680 -2.4138 1.6640
41 H -0.9043 0.9019 2.0505
42 C 0.1807 2.4878 0.1879
43 H 2.1781 -1.0093 0.1714
44 C -0.0006 -0.5015 -4.7269
45 C -1.6371 0.3117 3.9762
46 H -1.4431 2.5685 2.3482
47 N 0.5477 -3.1701 1.3743
48 F 1.3261 1.1207 -3.6658
49 N 0.0968 -1.9964 -0.5835
50 C -2.1409 3.0392 -0.2265
51 H 2.1606 -4.5270 -2.6745
52 H 2.0784 0.5881 -0.6027
53 H 3.5646 -0.1901 1.9372
54 C -1.5461 1.7080 1.6770
55 Y -1.1446 -0.4207 0.6177
56 C -1.5626 -0.7183 -2.4954
57 H 1.2009 0.7093 3.0909
58 Cl -0.2984 0.4687 6.2715
59 H -1.9208 3.2931 -1.2695
60 C 1.5769 -3.8183 -2.0949
61 C -0.5170 0.1856 -2.4491
62 H 0.4428 2.6537 -1.9271

Summary:
Kohn-Sham gap: 5.9 eV
M: 762.6 g mol⁻¹